Record 1
# C27H44Br2Cl7CsF8N2O5

A structure of composition C27H44Br2Cl7CsF8N2O5 in a non-equilibrium geometry (the ωB97M-V functional and the def2-TZVPD basis, the OMol25 dataset).

Values from the calculation:
Orbital gap ... 1.783 eV

The geometry in XYZ format:
```
96
Properties=species:S:1:pos:R:3:forces:R:3:lowdin_charge:R:1
C -4.3554 -0.9089 -0.3056 -0.604 -0.354 -1.051 -0.17
O -4.0622 -1.7528 0.8256 0.297 1.938 -0.247 -0.30
C -3.0210 -1.1854 1.6773 2.538 0.799 -1.495 -0.43
C -1.5983 -1.6484 1.0864 0.518 1.065 0.172 -0.20
C -0.5878 -2.2480 2.2197 -0.246 0.916 -1.373 -0.19
C 0.8938 -2.0244 1.6096 -0.735 -0.756 0.818 -0.24
C 1.9729 -3.1240 2.0775 -0.336 0.103 -1.081 -0.19
C 3.1746 -3.1118 0.9670 -0.867 -1.516 0.642 -0.21
C 4.6052 -2.8400 1.5872 0.139 -0.500 0.745 -0.20
C 5.5254 -1.7238 0.9392 1.591 0.405 -0.137 -0.21
C 4.9672 -0.9562 -0.3378 -0.617 0.363 0.746 -0.21
C 5.9343 0.1993 -0.9130 -0.974 -0.559 1.667 -0.14
N 5.5020 0.4092 -2.3699 -0.281 0.151 -0.510 0.15
H -4.0666 -1.4164 -1.3088 -0.271 0.537 1.487 0.08
H -5.4953 -0.7460 -0.3545 1.710 -0.086 0.053 0.06
H -3.8260 0.1032 -0.3018 -0.754 -1.282 0.307 0.08
H -3.0609 -0.0243 1.6995 -0.182 -1.644 -0.320 0.11
H -3.1340 -1.6055 2.8146 1.174 1.898 -3.719 -0.33
H -1.0569 -0.7056 0.6774 -0.683 -1.436 0.485 0.04
H -1.6918 -2.3553 0.1772 0.033 0.825 1.551 0.12
H -0.7302 -1.6168 3.1670 0.164 -1.234 -1.228 0.12
H -0.8528 -3.3446 2.3832 0.531 1.491 0.062 0.11
H 0.7514 -2.0539 0.4607 0.536 -0.013 1.766 0.10
H 1.2357 -0.9784 1.9248 -0.314 -1.306 -0.643 0.11
H 1.4699 -4.1652 2.0852 0.768 1.710 -0.067 0.11
H 2.3572 -2.9509 3.1376 -0.462 -0.040 -1.439 0.11
H 3.1720 -4.1854 0.5348 0.144 1.799 0.414 0.11
H 2.8112 -2.4319 0.1346 0.851 -0.620 1.026 0.07
H 5.1928 -3.8361 1.5819 -0.898 1.658 -0.031 0.12
H 4.4788 -2.5917 2.7096 0.154 -0.287 -1.852 0.11
H 5.8328 -0.9524 1.7454 -0.611 -1.088 -1.358 0.13
H 6.5250 -2.2205 0.6284 -1.502 0.817 0.406 0.12
H 4.0000 -0.4110 -0.0098 1.342 -0.991 -0.754 0.10
H 4.6972 -1.7196 -1.1526 0.459 1.071 1.016 0.13
H 7.0428 -0.0629 -0.8269 -1.593 0.583 -0.369 0.14
H 5.6634 1.1858 -0.3836 0.897 -1.613 -0.733 0.14
H 4.5932 -0.0671 -2.5668 0.607 0.320 0.440 0.15
H 6.1777 0.0000 -3.0408 -0.376 0.541 0.406 0.17
H 5.3310 1.4198 -2.5568 0.425 -0.857 -0.099 0.17
N 8.1459 2.2971 1.0638 -0.087 0.518 -0.395 0.05
C 7.2699 3.2506 1.4225 0.265 -0.499 -0.014 -0.16
C 7.2612 4.5303 0.8906 0.084 0.030 -0.103 -0.07
C 8.2146 4.8506 -0.0654 -0.032 0.104 -0.055 -0.07
C 9.1340 3.8861 -0.4537 -0.095 0.039 -0.048 -0.06
C 9.0572 2.6334 0.1347 -0.316 -0.295 0.358 -0.16
H 6.5469 2.9540 2.1757 0.004 0.073 -0.004 0.11
H 6.5286 5.2582 1.2162 0.040 -0.054 0.018 0.11
H 8.2413 5.8423 -0.5037 0.015 -0.065 0.037 0.11
H 9.8925 4.1024 -1.1964 0.035 0.001 0.094 0.09
H 9.7518 1.8448 -0.1385 0.061 0.082 -0.014 0.11
C 0.2351 1.7441 -1.3052 -0.675 0.371 0.111 -1.00
Cl -0.3428 1.9062 0.3540 0.107 0.102 -0.258 0.56
Cl 1.7845 0.8840 -1.3638 0.360 -0.178 -0.116 0.47
H -0.5005 1.1864 -1.8832 0.202 -0.096 0.162 0.04
H 0.3658 2.7366 -1.7335 0.124 -0.172 0.116 0.03
C -7.4817 -0.1642 1.7246 -0.151 -0.446 0.090 -1.00
Cl -6.4095 1.2100 1.4301 0.193 -0.010 -0.267 0.48
Cl -8.5648 0.1354 3.0956 -0.265 -1.948 -0.749 0.37
H -8.0799 -0.3383 0.8311 0.038 0.158 0.158 0.01
H -6.8744 -1.0438 1.9396 0.074 0.218 0.124 0.02
C 9.2643 2.3427 -4.9372 -0.450 -0.010 -0.693 -0.13
C 9.4669 1.4323 -3.7629 -0.214 -0.710 0.159 -0.15
O 10.6984 1.8787 -3.2193 -0.092 0.324 -0.141 0.06
C 10.8641 3.1737 -3.6115 0.974 0.899 0.327 -0.56
O 11.7135 3.9020 -3.1919 -0.788 -0.642 -0.288 0.17
O 9.9354 3.5294 -4.5416 0.221 -0.216 0.426 0.07
H 8.2095 2.5412 -5.1352 0.148 0.196 -0.015 0.13
H 9.7308 1.9597 -5.8492 -0.023 0.000 0.077 0.14
H 8.6840 1.5454 -3.0048 0.024 0.089 0.046 0.11
H 9.5292 0.3824 -4.0548 0.189 0.082 0.114 0.14
Br -8.0524 2.7938 3.8076 -0.691 1.284 -0.965 -0.57
Cs -6.9892 3.9859 6.1173 0.822 0.798 1.707 0.67
C -9.6527 -2.6969 -1.7785 -0.290 0.730 0.510 -0.05
C -9.2558 -3.0581 -3.2259 0.679 0.571 0.531 -0.43
C -9.4896 -4.5110 -3.6409 -0.124 -0.525 -0.556 -0.30
F -8.7693 -5.3799 -2.9092 -0.015 0.135 -0.080 0.09
F -9.1123 -4.6986 -4.9331 -0.056 0.320 -0.039 0.09
F -7.9678 -2.6949 -3.4338 -0.145 -0.292 -0.063 0.13
F -10.0057 -2.2668 -4.0513 -0.265 -0.381 0.027 0.10
O -8.6020 -2.6683 -0.8056 0.206 -1.454 -0.490 0.02
C -8.2727 -3.9060 -0.1999 -1.208 1.104 0.235 -0.50
C -6.8321 -4.3399 -0.4922 0.946 0.003 0.107 -0.26
F -6.6155 -4.4838 -1.8204 -0.234 0.135 0.019 0.09
F -6.5672 -5.5404 0.0786 -0.423 0.159 0.073 0.10
F -9.1850 -4.8348 -0.5492 0.327 -0.292 0.189 0.13
F -8.4252 -3.7223 1.1291 0.463 -0.096 -0.272 0.15
H -10.0059 -1.6619 -1.8130 0.247 -0.086 -0.140 0.15
H -10.5157 -3.2701 -1.4286 0.238 -0.172 -0.172 0.14
H -10.5466 -4.7800 -3.5611 -0.038 0.160 0.074 0.17
H -6.1165 -3.6063 -0.1092 -0.172 0.086 0.161 0.17
C -8.8026 10.0827 6.2010 0.054 -0.030 -0.012 -1.54
Cl -9.4654 8.4449 6.2932 0.003 0.144 -0.022 0.52
Cl -8.0177 10.5231 7.7246 -0.091 0.001 -0.108 0.52
Cl -7.6645 10.2183 4.8534 -0.128 0.015 0.102 0.52
H -9.6239 10.7748 6.0265 0.167 -0.153 0.039 0.02
Br -4.0871 -2.4492 3.7710 -2.808 -2.918 4.179 -0.04
```
Positions in Å, forces in eV/Å.

---

Record 2
# C27H44N3OP3Sm

A structure of composition C27H44N3OP3Sm in a non-equilibrium geometry (the ωB97M-V functional and the def2-TZVPD basis, the OMol25 dataset).

Values from the calculation:
Orbital gap (alpha / beta) ... 4.472 / 4.751 eV
Multiplicity ... 6
Charge ... +3

The geometry in XYZ format:
```
79
Properties=species:S:1:pos:R:3:forces:R:3:lowdin_spin:R:1
Sm -0.7703 0.4244 -0.0153 -1.850 1.168 -3.482 5.14
P 1.7834 -1.0629 1.5995 1.097 -0.272 -1.279 0.00
P 1.4308 2.3605 -0.3576 1.091 1.215 -0.749 -0.01
P -1.2225 -2.4704 -0.5659 -0.129 -1.459 -0.665 -0.01
H -0.9945 2.0536 -9.1731 -0.399 -0.208 0.031 0.00
C -1.9427 1.5157 -9.0580 -0.465 0.292 0.048 0.00
C -3.0652 2.1435 -8.6848 0.423 -0.217 -0.271 0.00
H -3.0839 3.2229 -8.4986 0.025 -0.442 -0.032 0.00
C 3.0927 -1.9119 0.7150 -0.043 0.030 0.015 0.00
C 2.5369 0.2118 2.5903 -0.184 0.693 0.006 0.00
C 0.9489 -2.1829 2.6892 -0.805 -0.479 0.389 0.00
C 0.7412 3.4598 -1.6619 -0.327 -0.111 0.047 0.00
C 1.8880 3.5598 0.9674 -0.273 -0.256 0.487 0.00
C 3.1088 2.0021 -1.0471 -0.324 -0.527 -0.001 0.00
C -2.4885 -2.4558 -1.8931 -0.204 0.513 0.033 0.00
C -1.9554 -3.6453 0.6539 -0.068 0.463 0.407 0.00
C 0.0644 -3.5517 -1.3252 0.206 0.486 0.064 0.00
H -1.9375 0.4448 -9.2947 -0.025 0.433 0.063 0.00
H -4.0180 1.6089 -8.6032 0.355 0.202 -0.055 0.00
H 3.7814 -2.2980 1.4766 0.049 -0.063 -0.333 0.00
H 3.5986 -1.2003 0.0498 0.022 -0.139 0.229 0.00
H 2.6816 -2.7194 0.0974 0.115 0.051 0.242 0.00
H 3.2239 -0.3051 3.2762 -0.054 0.053 -0.193 0.00
H 1.7843 0.7374 3.1841 0.306 -0.233 -0.096 0.00
H 3.0808 0.9530 1.9953 0.039 -0.284 0.052 0.00
H 1.6103 -3.0524 2.8067 -0.112 0.148 0.013 0.00
H -0.0304 -2.5443 2.3518 0.252 0.112 -0.137 0.00
H 0.7948 -1.7149 3.6693 0.099 -0.009 -0.197 0.00
H 1.2611 4.4308 -1.6592 -0.125 -0.376 0.006 0.00
H -0.3336 3.6157 -1.4844 0.319 0.092 -0.087 0.00
H 0.8420 2.9801 -2.6447 -0.017 0.096 0.226 0.00
H 2.8946 3.9803 0.7965 -0.525 -0.142 -0.042 0.00
H 1.8817 3.0567 1.9461 0.112 0.278 -0.181 0.00
H 1.1409 4.3632 1.0074 0.246 -0.138 -0.010 0.00
H 3.6445 2.9262 -1.3109 -0.307 -0.234 0.146 0.00
H 3.0030 1.3800 -1.9404 0.074 0.121 -0.005 0.00
H 3.7016 1.4351 -0.3233 0.080 0.145 -0.035 0.00
H -3.0258 -3.4180 -1.8776 0.238 0.392 -0.139 0.00
H -2.0065 -2.2865 -2.8679 -0.156 -0.044 0.290 0.00
H -3.1964 -1.6280 -1.7251 0.089 -0.370 -0.166 0.00
H -2.7246 -4.2727 0.1729 0.465 0.171 0.204 0.00
H -2.4368 -3.0578 1.4475 -0.034 -0.359 -0.052 0.00
H -1.1680 -4.2695 1.1090 -0.375 0.161 -0.217 0.00
H -0.3946 -4.3772 -1.8913 0.113 0.278 0.288 0.00
H 0.7123 -3.9491 -0.5367 -0.108 -0.113 -0.152 0.00
H 0.6805 -2.9504 -2.0023 -0.087 -0.198 -0.075 0.00
C -1.4034 0.7876 -3.2842 0.078 -0.304 -2.280 0.00
C -0.1872 0.3244 -3.8563 -1.090 0.358 0.688 -0.01
C -0.1221 0.1307 -5.2260 -0.021 -0.069 -0.290 0.00
C -1.2271 0.3887 -6.0399 -0.013 0.086 0.222 -0.01
C -2.4086 0.8789 -5.4774 -0.038 -0.050 -0.082 0.00
C -2.5110 1.0746 -4.1086 0.745 -0.229 0.694 -0.01
O -1.5278 0.9289 -1.9699 1.079 -0.356 3.599 -0.06
H 1.0772 -0.6061 0.3873 0.908 -0.533 1.703 0.00
H 0.6591 0.1166 -3.1911 -0.063 0.069 -0.218 0.00
H 0.8034 -0.2186 -5.6707 -0.087 -0.011 -0.006 0.00
H -1.1679 0.2286 -7.1140 0.017 0.083 0.333 0.00
H -3.2652 1.1156 -6.1069 0.280 -0.107 0.036 0.00
H -3.4108 1.4261 -3.6036 0.100 -0.023 -0.367 0.00
N 0.5726 0.9428 11.0501 -0.799 -0.315 -2.895 0.00
C 0.2590 0.8396 9.9240 0.754 0.330 2.656 0.00
C -0.1214 0.7551 8.5367 -0.081 0.015 -0.377 0.00
C -1.4234 1.0806 8.1434 -0.354 -0.077 -0.353 0.00
C -1.8238 0.9461 6.8046 0.293 0.166 0.157 0.00
C -0.8629 0.6120 5.8471 0.098 -0.076 1.050 0.00
C 0.4577 0.3378 6.2161 -0.124 -0.205 0.326 0.00
C 0.8111 0.3583 7.5738 0.229 0.107 -0.616 0.00
N -1.2442 0.4712 4.4744 -0.317 -0.094 -1.258 0.00
C -2.3159 -0.2710 3.9779 0.133 0.410 0.400 0.00
C -2.2727 -0.1808 2.6292 0.743 0.137 -0.152 0.00
N -1.1659 0.5967 2.2562 -0.254 0.116 1.709 -0.01
C -0.5965 0.9883 3.4121 -1.024 -0.249 -0.035 0.00
H -2.1247 1.4403 8.8958 0.073 -0.224 -0.235 0.00
H -2.8601 1.1241 6.5014 0.388 0.084 0.219 0.00
H 1.1834 0.0391 5.4488 -0.217 0.106 0.432 0.00
H 1.8226 0.0846 7.8792 -0.322 0.131 -0.097 0.00
H -3.0472 -0.7183 4.6261 0.079 -0.194 0.125 0.00
H -2.9225 -0.6215 1.8847 -0.139 0.008 0.182 0.00
H 0.1584 1.7479 3.5020 0.126 -0.011 0.093 0.00
```
Positions in Å, forces in eV/Å.